1.
17
Properties=species:S:1:pos:R:3:forces:R:3:nbo_charge:R:1 method="wB97M-V/def2-TZVPD" total_charge=0 gap_ha=0.312 molar_mass_g_mol=122.2 total_energy_ha=-706.9601 e_homo_ev=-7.914 relative_energy_kcal_mol=83.66
C 2.299395 -0.478498 -0.461073 1.12 3.23 -2.38 -0.610
C -1.920303 -0.397612 1.309302 0.23 -0.04 0.48 -0.719
C 1.274954 0.506448 -0.985102 -0.91 0.22 -1.60 -0.624
C -1.340766 -0.376516 -0.093649 1.65 1.79 0.64 0.099
O 0.449446 1.198536 1.625530 1.81 -0.33 3.30 -0.965
O -2.040006 0.088423 -1.189736 0.22 -1.20 0.17 -0.700
S 0.187706 1.363845 0.227605 -3.31 -1.92 -3.58 1.051
H 3.030749 -0.700378 -1.248758 -0.19 -0.11 0.23 0.219
H 2.790025 -0.002002 0.328507 1.08 0.44 1.42 0.219
H 1.849162 -1.312898 -0.131898 -1.53 -3.08 1.15 0.205
H -2.472811 -1.262591 1.787405 0.15 0.69 -1.40 0.236
H -0.997055 -0.428753 1.896042 0.04 0.42 0.32 0.261
H -2.427494 0.573810 1.567738 0.33 -1.00 -0.35 0.221
H 0.621515 -0.011520 -1.749357 0.13 0.47 1.03 0.226
H 1.564758 1.388532 -1.586022 1.05 -0.54 0.40 0.223
H -0.542608 -1.100860 -0.371085 -1.19 0.15 0.25 0.183
H -2.326660 0.952026 -0.925443 -0.66 0.82 -0.07 0.475



2.
17
Properties=species:S:1:pos:R:3:forces:R:3:nbo_charge:R:1 method="wB97M-V/def2-TZVPD" total_charge=0 gap_ha="0.287 / 0.313" molar_mass_g_mol=122.2 total_energy_ha=-706.8899 e_homo_ev="-7.942 / -8.163" relative_energy_kcal_mol=127.69
C 2.009968 0.965737 -0.622912 -1.58 0.01 3.41 -0.608
C 1.218794 0.468783 0.618431 1.24 -1.35 1.13 -0.508
C 0.974151 -1.029024 0.631814 -0.10 0.34 -0.11 -0.328
C -1.893133 -0.436731 -0.256337 -3.09 -0.66 -0.22 0.397
O -2.666147 -0.807353 -1.376581 1.88 0.89 0.71 -0.712
O -2.543708 -1.063500 0.824365 0.32 0.78 -1.52 -0.736
S -1.710090 1.392452 -0.158011 -0.23 -0.97 -0.47 -0.041
H 1.998468 2.005954 -0.564901 0.13 1.88 -0.31 0.206
H 2.963025 0.630005 -0.506189 2.99 -0.73 0.40 0.208
H 1.749096 0.628018 -1.538066 -1.63 -1.07 -2.95 0.199
H 0.201026 0.915369 0.647898 1.41 0.18 0.81 0.233
H 1.910281 0.681796 1.528364 -1.62 0.19 -1.21 0.207
H 0.810204 -1.444018 -0.363139 0.05 -0.49 0.48 0.175
H 0.933259 -1.660277 1.560402 0.01 0.79 -1.19 0.185
H -3.372131 -1.346771 -1.029085 -0.43 -0.57 0.16 0.485
H -1.939936 -1.067971 1.545900 0.76 -0.01 1.11 0.492
H -0.643130 1.167525 -0.941952 -0.13 0.80 -0.24 0.145



3.
17
Properties=species:S:1:pos:R:3:forces:R:3:nbo_charge:R:1 method="wB97M-V/def2-TZVPD" total_charge=0 gap_ha=0.359 molar_mass_g_mol=122.2 smiles=CO[C@@H](CO)SC total_energy_ha=-707.0300 e_homo_ev=-8.919 relative_energy_kcal_mol=39.78
C -0.802670 1.615809 0.005641 0.34 0.57 -0.35 -0.267
O -0.263965 0.558478 -0.784529 -0.24 0.02 1.21 -0.554
C -0.035449 -0.559393 0.102676 -1.28 0.61 -0.06 -0.093
C -1.150649 -1.566288 -0.132396 -0.67 0.18 0.99 -0.088
O -2.493180 -1.066560 0.076521 1.00 0.21 -0.24 -0.714
S 1.532396 -1.300643 -0.222066 0.62 -0.01 -0.01 0.215
C 2.555838 0.172969 0.065822 2.13 -2.20 -0.15 -0.729
H -0.044724 2.118445 0.609323 0.26 -0.17 0.10 0.166
H -1.215159 2.367301 -0.635285 -0.15 0.36 -0.72 0.193
H -1.600935 1.311211 0.655198 -0.38 -0.47 0.36 0.184
H -0.110836 -0.212976 1.147426 0.26 -0.01 -0.30 0.188
H -1.035633 -2.368030 0.591469 0.01 -0.27 -0.13 0.189
H -1.064025 -1.914780 -1.133073 0.12 -0.59 -0.90 0.177
H -2.673071 -0.456547 -0.653197 0.02 -0.13 0.18 0.468
H 2.835422 0.310468 1.101525 -0.06 -0.15 0.32 0.211
H 3.507927 -0.024523 -0.519321 -1.16 0.50 0.63 0.232
H 2.058706 1.015067 -0.275739 -0.83 1.56 -0.94 0.223



4.
17
Properties=species:S:1:pos:R:3:forces:R:3:nbo_charge:R:1 method="wB97M-V/def2-TZVPD" total_charge=-2 gap_ha=0.245 molar_mass_g_mol=106.1 total_energy_ha=-384.0123 e_homo_ev=0.317 relative_energy_kcal_mol=12.16
C 0.042008 -0.466672 -0.063644 -1.08 -2.32 0.95 -0.427
C 1.237670 -0.239033 0.880238 0.27 0.79 -2.25 -0.438
C 2.399204 -1.255713 0.691860 0.06 0.13 0.62 0.002
O 3.477576 -0.987651 1.456985 0.26 0.03 0.14 -0.993
C -1.230317 0.375948 -0.002865 0.39 1.10 1.52 -0.027
O -2.092553 0.113663 -1.044031 -0.28 0.26 -0.18 -0.832
H -0.294978 -1.506612 0.153344 -0.13 0.18 -0.06 0.157
H 0.265421 -0.574611 -1.125230 0.71 0.54 -0.06 0.196
H 1.626539 0.698399 0.447772 0.33 0.26 1.09 0.173
H 1.042198 -0.204775 1.954474 -0.33 0.31 -0.16 0.183
H 1.940431 -2.245087 0.939897 -0.13 -0.35 -0.19 0.049
H 2.647143 -1.288322 -0.395800 -0.24 -0.05 -0.23 0.065
H -1.712648 0.290378 1.005705 -0.08 -0.86 -0.20 0.092
H -0.960440 1.444652 0.148665 0.19 0.10 -1.05 0.124
H -2.409509 1.042170 -1.544672 0.26 -0.23 -0.14 0.505
H -3.177045 2.567309 -1.338810 -0.07 0.25 -0.18 0.401
O -2.800703 2.235951 -2.163881 -0.12 -0.15 0.37 -1.228



5.
17
Properties=species:S:1:pos:R:3:forces:R:3:nbo_charge:R:1 method="wB97M-V/def2-TZVPD" total_charge=0 gap_ha=0.400 molar_mass_g_mol=106.1 smiles=CCC(O)(O)CO total_energy_ha=-384.0865 e_homo_ev=-10.152 relative_energy_kcal_mol=39.59
C -0.512202 1.139361 1.535678 -0.07 0.20 -0.04 -0.636
C 0.367610 0.005129 1.067785 -1.47 -2.40 -1.61 -0.400
C -0.185820 -0.710207 -0.470479 1.33 0.92 3.18 0.498
O 0.579348 -1.887266 -0.605457 0.06 0.13 -0.20 -0.732
O -1.545091 -1.050684 -0.411913 0.23 0.48 0.22 -0.724
C 0.120166 0.289438 -1.540672 2.09 1.14 0.30 -0.119
O 1.365617 1.005099 -1.097723 -0.79 -0.50 -1.28 -0.741
H -0.429439 1.258294 2.622404 0.01 0.05 -0.18 0.213
H -1.565930 0.959386 1.304623 0.07 -0.02 0.03 0.208
H -0.228028 2.084521 1.067016 0.00 -0.06 0.02 0.215
H 0.223852 -0.893165 1.672605 -0.27 -0.01 0.36 0.183
H 1.431144 0.214386 1.191513 -0.20 0.05 -0.80 0.223
H 0.231559 -2.354962 -1.383217 0.11 0.08 0.27 0.470
H -1.703777 -1.429221 0.468416 0.04 0.02 -0.36 0.481
H -0.644813 1.061274 -1.638861 0.12 -0.13 0.12 0.206
H 0.320756 -0.171678 -2.509361 -0.22 -0.05 -0.03 0.181
H 2.175049 0.480294 -1.272355 -1.05 0.11 -0.01 0.475



6.
17
Properties=species:S:1:pos:R:3:forces:R:3:nbo_charge:R:1 method="wB97M-V/def2-TZVPD" total_charge=0 gap_ha=0.374 molar_mass_g_mol=106.1 smiles="O=CCCCO.O" total_energy_ha=-384.1038 e_homo_ev=-9.611 relative_energy_kcal_mol=28.76
O -1.283626 -1.346691 -2.391452 -0.05 -0.39 -0.19 -0.522
C -1.071433 -0.339563 -1.776675 -0.10 0.16 0.07 0.455
C -0.438470 -0.282056 -0.421198 0.24 0.13 -0.26 -0.515
C 0.926128 0.416048 -0.530038 -0.25 -0.06 0.29 -0.405
C 1.551890 0.583078 0.840284 -0.05 -0.12 -0.07 -0.052
O 2.812415 1.204733 0.662399 0.00 0.01 -0.23 -0.721
H -1.341364 0.635281 -2.228218 0.05 0.15 0.04 0.096
H -0.335892 -1.300138 -0.047745 -0.03 0.00 0.08 0.219
H -1.092635 0.290315 0.239940 -0.01 -0.06 0.09 0.239
H 1.603901 -0.166823 -1.155312 0.00 -0.01 -0.03 0.214
H 0.803158 1.394489 -0.998388 0.07 0.06 0.01 0.207
H 0.910143 1.175258 1.498984 -0.10 0.11 -0.07 0.161
H 1.653729 -0.402492 1.309886 0.10 -0.03 -0.02 0.154
H 3.248463 1.274443 1.508968 0.16 0.04 0.28 0.469
O -2.266598 -0.326209 2.463119 -0.84 0.65 0.03 -0.941
H -2.146746 -1.178763 2.870123 0.14 -0.51 0.20 0.471
H -3.178770 -0.076629 2.710251 0.70 -0.12 -0.22 0.473



7.
17
Properties=species:S:1:pos:R:3:forces:R:3:nbo_charge:R:1 method="wB97M-V/def2-TZVPD" total_charge=0 gap_ha=0.416 molar_mass_g_mol=106.1 smiles="CCCC(=O)O.O" total_energy_ha=-384.1269 e_homo_ev=-10.563 relative_energy_kcal_mol=14.24
C -0.088346 -0.416422 -2.714790 0.08 0.36 0.51 -0.600
C 0.092446 0.648010 -1.625647 0.30 0.70 -1.17 -0.393
C -0.868575 0.715743 -0.447154 1.45 -0.35 1.04 -0.513
C -0.497024 1.937074 0.370650 -1.23 0.44 -0.80 0.805
O -0.035399 1.955192 1.469807 0.22 -0.10 0.30 -0.570
O -0.884540 3.106270 -0.269458 -0.22 -0.70 0.71 -0.713
H 0.317853 -1.402259 -2.482886 -0.39 -0.02 0.14 0.207
H 0.444425 -0.043068 -3.585290 0.03 -0.18 -0.20 0.211
H -1.149146 -0.416962 -2.954328 -0.06 -0.53 -0.20 0.205
H 0.033158 1.566649 -2.225561 -0.15 0.20 0.54 0.207
H 1.113410 0.659126 -1.225379 -0.12 -0.22 -0.03 0.206
H -1.943616 0.711805 -0.620131 0.11 0.07 -0.44 0.233
H -0.597282 -0.096300 0.234133 -0.43 -0.21 -0.14 0.224
H -1.169129 3.649005 0.481387 0.40 0.53 -0.27 0.491
O 1.740411 -6.423172 2.816483 0.27 0.46 0.57 -0.926
H 2.494278 -6.502931 3.414814 0.10 -0.44 -0.23 0.463
H 1.398155 -5.576582 3.128860 -0.37 -0.02 -0.34 0.463



8.
17
Properties=species:S:1:pos:R:3:forces:R:3:nbo_charge:R:1 method="wB97M-V/def2-TZVPD" total_charge=0 gap_ha=0.376 molar_mass_g_mol=106.1 smiles=COC[C@@H](O)CO total_energy_ha=-384.0140 e_homo_ev=-9.395 relative_energy_kcal_mol=85.11
C 2.774637 0.000998 -0.177706 0.12 0.14 -0.27 -0.248
O 1.565599 0.296512 0.494562 -0.45 0.93 -0.76 -0.533
C 0.385683 0.137009 -0.284377 -0.81 -0.12 -0.84 -0.095
C -0.739610 -0.155647 0.671121 0.02 -0.29 -0.43 -0.002
O -1.202802 1.004743 1.357301 0.31 0.16 -0.19 -0.722
C -1.837081 -0.649578 -0.259573 0.41 0.80 -2.22 -0.022
O -3.091136 -0.233604 0.121293 -0.44 0.25 0.24 -0.711
H 3.604251 0.061744 0.536988 -0.37 0.07 -0.07 0.199
H 2.931513 0.733015 -0.973345 0.21 -0.07 -0.09 0.173
H 2.775591 -1.012216 -0.614095 -0.17 0.21 0.11 0.167
H -0.323124 0.799558 -1.165704 3.11 0.17 2.30 0.164
H 0.551639 -0.694246 -0.970693 -0.10 -0.54 0.14 0.180
H -0.407526 -0.883786 1.421982 -0.29 0.06 -0.20 0.196
H -0.714446 1.757892 1.002765 -0.06 0.03 0.16 0.482
H -1.834064 -1.753642 -0.339401 0.10 0.66 -0.42 0.193
H -1.517998 -0.021834 -1.392812 -1.28 -2.30 2.49 0.093
H -2.921125 0.613081 0.571688 -0.32 -0.16 0.05 0.485